Here is a cluster of 2 separate species, C16H23NO3 in total from the OMol25 dataset. Energies are from ωB97M-V/def2-TZVPD.

Element x y z (Å)
C1 -1.1728 0.8753 -2.8751
H1 -0.1328 1.0072 -3.2033
C2 -0.7694 1.2097 0.7752
C3 -1.9984 1.8072 1.1294
H2 2.1171 0.2187 1.5228
C4 -0.0723 -0.9365 -1.5692
C5 0.2867 2.0442 0.3444
H3 1.0402 -2.5888 2.4359
C6 0.1188 3.4225 0.3075
H4 0.9498 4.0636 -0.0128
O1 -2.4236 -0.6924 -1.5455
H5 0.9598 0.8131 2.7476
C7 -1.2385 5.4941 0.6061
O2 1.3303 -2.7662 -1.4510
H6 -2.2080 5.8010 1.0015
N1 0.2871 -0.8373 1.6016
C8 -1.0957 4.0059 0.6731
H7 -1.4487 -0.8630 0.4963
O3 -0.8028 -3.0552 -0.6772
H8 -2.8254 1.1515 1.4095
H9 1.2202 1.5858 0.0035
C9 -2.1464 3.1845 1.1057
C10 -0.6258 -0.2372 0.8412
H10 -0.6503 -2.2143 2.9315
H11 -1.4897 1.7851 -2.3374
C11 1.3532 -0.0805 2.2500
H12 3.1831 -5.5068 -0.9566
H13 3.2405 -4.4863 -2.4018
H14 0.9004 -4.7838 -1.7570
H15 1.8009 -0.7351 3.0028
H16 -1.1469 5.8592 -0.4255
C12 1.5420 -4.1687 -1.1050
C13 -1.3139 -0.3372 -1.9648
H17 -0.3298 -2.8303 1.2962
H18 0.8752 -0.4169 -1.7424
H19 -3.0825 3.6501 1.4125
C14 0.0705 -2.2010 2.0969
H20 -1.8214 0.7434 -3.7581
C15 2.9924 -4.4989 -1.3352
H21 3.6599 -3.8021 -0.8193
H22 -0.4535 5.9787 1.1997
C16 0.0494 -2.3281 -1.2044
H23 1.2713 -4.3344 -0.0496

Values from the calculation:
Lowest unoccupied orbital energy, eV: -0.26
ΔE to the lowest compared entry with this formula, charge and spin, kcal/mol: 82.0
Total charge: 0
Frontier orbital gap, eV: 6.918


Here is a cluster of 11 separate species, C41H114N10O11 in total from the OMol25 dataset. Energies are from ωB97M-V/def2-TZVPD.

Element x y z (Å)
O1 2.5567 -3.4033 4.3078
C1 -5.9013 1.4888 2.2220
H1 0.0780 1.5730 5.2393
H2 -4.4730 2.1718 -1.2017
H3 -5.1678 -0.9199 2.6495
C2 2.9438 3.5735 -2.3235
H4 6.2013 -4.5874 -0.2335
H5 1.4390 -2.4360 -6.9432
H6 -4.1044 1.2647 -2.5542
O2 2.5044 3.9723 -0.9660
H7 -1.8766 2.1652 2.3075
O3 -2.6833 0.9371 -4.6727
H8 -9.1267 2.5305 -0.0459
H9 -2.8736 -0.0760 -6.3062
H10 4.9429 1.4068 -1.9652
H11 7.3835 -0.5485 2.7972
H12 6.3856 0.0536 1.4552
C3 3.4312 -3.6034 -0.8769
C4 -5.7059 3.9201 2.1356
H13 6.7470 -2.8130 0.0797
O4 -8.2599 2.5813 -1.8297
H14 -6.4188 3.3461 -1.1475
H15 1.7471 -4.1284 -4.2273
C5 -1.9740 3.0470 1.6202
C6 1.1537 4.3789 -0.9615
H16 -3.2580 0.0852 -0.5284
H17 -4.2518 2.0247 5.6536
C7 5.1154 3.4566 1.6878
O5 5.5110 -3.6667 1.4181
H18 3.1034 -3.9695 0.0943
C8 3.8404 -2.8227 4.5389
C9 3.8848 1.3226 -1.7406
H19 7.4323 -3.3498 2.1065
H20 -2.7717 -1.6471 -0.4352
C10 -9.0582 3.2338 -0.8807
H21 -0.4749 0.7002 -4.0657
H22 4.6756 -1.9639 -0.2953
H23 4.7169 1.5087 1.0117
H24 -2.4595 -0.6036 -1.9422
H25 -4.3766 1.3793 7.2664
N1 5.2965 -2.7526 -2.1154
C11 5.9023 -3.5657 0.1012
H26 -5.9315 -0.9569 0.9881
H27 0.8382 4.7541 0.0002
H28 -6.2167 -0.5761 -2.9489
H29 -0.9998 -1.1646 -6.6934
H30 -4.6796 0.2850 6.0362
H31 5.3149 -3.6538 -2.5769
H32 4.7194 0.2486 3.1126
C12 1.3584 -1.3381 1.4222
H33 4.0998 -2.2200 3.6591
C13 -1.0085 -2.1299 -6.1777
H34 3.2219 -1.7431 -3.3083
C14 3.2698 -6.5087 2.2178
H35 -0.6146 -2.2773 0.1199
H36 1.1243 0.0736 5.0285
H37 -1.4096 1.8921 -6.0404
H38 -0.2991 -1.5364 -1.5013
C15 -0.2246 -1.4135 -0.3869
H39 6.1209 -3.6218 3.2958
H40 -0.2442 0.9924 -1.5659
H41 2.2307 -6.8386 2.0611
H42 3.7538 -2.2512 5.4451
H43 0.9154 -0.5605 2.0288
H44 0.2733 -1.8347 4.0919
H45 3.7722 0.2172 -1.7302
N2 -4.7213 1.9969 -2.1947
H46 6.8137 -4.9897 2.4064
H47 -9.9711 3.3411 -1.3589
H48 2.0849 -5.5630 5.1140
H49 -5.4371 1.5281 1.2326
H50 2.8162 1.0009 -4.3357
H51 3.4682 -4.0393 -4.1398
H52 1.4034 -6.5923 3.9178
H53 2.5327 2.6652 1.2287
H54 -2.7044 2.8750 -5.4385
C16 2.9345 2.1098 -2.5606
O6 -2.6862 0.7386 6.1452
O7 6.5723 1.2941 3.1136
H55 -3.0157 -0.5022 4.5700
H56 0.2898 0.8219 3.6934
H57 4.0412 -5.4903 3.9930
H58 -6.2166 4.8975 2.3405
H59 0.9984 5.1991 -1.7302
N3 -7.1213 2.8316 3.9108
H60 -4.0862 1.3129 -6.0480
C17 -6.6653 2.7757 2.5013
H61 0.1709 1.2495 0.0419
H62 1.5547 -4.3368 2.7195
C18 -1.1207 2.6106 -3.9607
H63 -2.3039 1.0250 4.1484
N4 2.4555 -1.4014 -3.8625
C19 1.3582 -1.9407 -5.9401
H64 2.7281 2.6774 2.8269
C20 -6.3761 0.0407 -2.0935
C21 -6.9629 2.4173 -1.3302
N5 -0.7041 -1.5441 4.0674
H65 2.3178 4.1445 -3.0739
H66 -6.7849 -1.6843 2.4510
N6 -0.0896 1.5659 -3.6227
C22 4.7911 -2.9463 -0.7334
C23 -0.6221 4.0566 -4.2589
C24 -1.1610 -0.2669 -0.1130
H67 -6.3513 2.6725 4.5169
H68 -6.4836 1.8598 -3.3547
H69 5.0866 3.9580 2.6704
N7 3.1733 1.9209 -4.0852
H70 -7.8647 2.1424 4.0439
H71 8.0199 0.8646 1.8312
C25 2.5322 -2.3126 -5.0492
N8 2.2619 -6.3066 4.4086
H72 1.3807 -0.8814 -6.1876
C26 -1.9896 2.1107 -5.1339
H73 -7.3793 -0.0922 -1.6694
H74 4.8290 1.8436 4.0128
H75 -8.6269 4.1875 -0.5882
C27 2.5833 -4.1928 3.1325
H76 -7.0958 1.8193 -0.3789
H77 4.0167 3.9216 -2.4318
H78 -2.0048 2.0927 -0.0252
C28 -2.3132 0.2564 4.8992
H79 6.1103 3.4208 1.2649
C29 6.5240 -3.9378 2.3181
H80 0.7286 1.8228 -4.1831
H81 0.4703 3.5708 -1.1886
H82 3.1923 -3.7478 2.3592
O8 0.1343 -2.2401 -5.2635
C30 3.1352 -5.6043 3.4750
H83 -0.9849 -2.9575 -6.8741
H84 2.7258 -4.3443 -5.7036
H85 -4.2099 -0.3234 -5.1461
H86 -7.5895 2.8148 1.9189
H87 -4.9901 1.3313 2.8207
C31 -4.0242 1.1264 6.2634
O9 -2.6685 2.6233 0.4881
H88 -4.7633 3.8586 2.7035
H89 -1.4936 4.6028 -4.0624
H90 3.3980 -4.4247 -1.6243
H91 0.0836 4.4233 -3.5280
H92 3.5713 -5.9707 1.2730
H93 6.2083 -2.2757 -2.1100
H94 -2.5202 3.8138 2.1267
C32 -6.0974 -0.8746 2.0736
H95 -5.5152 3.8051 1.0738
C33 -6.1044 1.6113 -2.3298
H96 -5.6865 -0.4157 -1.3676
H97 1.8733 1.7941 -2.3105
C34 -0.9008 -0.4188 4.9844
C35 7.1301 0.3744 2.2157
H98 2.4547 -1.3217 1.5508
H99 -0.3034 4.2573 -5.2907
H100 3.4210 -1.9532 -5.6086
C36 4.4375 2.0980 1.8801
C37 0.2221 0.6171 4.7304
H101 -1.3498 -2.3025 4.3688
C38 -2.4949 -0.6448 -0.8224
H102 3.9326 -7.3787 2.3040
O10 -6.7105 0.3664 2.3318
H103 -0.9337 3.3299 1.4920
H104 3.8050 1.7317 -0.7014
C39 -3.5585 0.4200 -5.6290
H105 -0.8408 -0.7203 6.0692
H106 1.5756 -1.6938 -3.4328
H107 -1.9666 -2.3017 -5.6792
C40 5.1428 1.2960 3.1003
C41 2.6082 -3.7740 -4.7774
H108 -1.2430 -0.2187 0.9920
N9 -0.5654 1.0715 -0.6043
H109 2.6859 -2.9148 -1.3135
H110 4.1871 1.9372 -4.2954
H111 -1.9051 2.6305 -3.1429
H112 4.4771 4.0576 1.0273
O11 1.1134 -1.2103 0.0294
H113 4.5827 -3.5953 4.7099
H114 1.0057 -2.2755 1.8153
N10 2.9663 2.1888 1.9795

Values from the calculation:
Lowest unoccupied orbital energy, eV: 0.54
SMILES string: COC[C@H](C)N.COC[C@H](C)N.COC[C@H](C)N.COC[C@H](C)N.COC[C@H](C)N.COC[C@H](C)N.COC[C@H](C)N.COC[C@H](C)N.COC[C@H](C)N.COC[C@H](C)N.CO
ΔE to the lowest compared entry with this formula, charge and spin, kcal/mol: 41.3
Total charge: 0
Frontier orbital gap, eV: 9.240


Here is a structure of composition C14H14BKO9Rb2S from the OMol25 dataset. Energies are from ωB97M-V/def2-TZVPD.

Element x y z (Å)
O1 3.4207 1.2408 -0.0352
C1 1.0695 -2.3199 -1.2056
C2 3.4715 1.1352 1.1930
O2 3.5136 -2.6986 2.2528
O3 0.5407 -2.9604 2.3630
H1 -5.8030 -0.7551 -2.6714
H2 -0.6682 -2.8741 0.0682
O4 3.3723 -2.1301 -2.2366
S1 -5.7468 1.5515 -3.4569
H3 -2.7488 0.8620 -0.6339
C3 3.5283 0.7908 4.0608
O5 1.0116 0.6459 3.7476
H4 -1.3890 -0.1773 -0.9303
C4 2.1872 1.1292 1.9048
C5 2.7140 -2.5796 1.2388
O6 5.8850 0.8869 1.3509
C6 1.2009 -2.7019 1.2467
H5 -4.7247 2.3469 -1.4843
H6 5.5939 0.5348 4.0214
C7 2.1870 0.9981 3.2445
Rb1 -2.3305 -1.5290 -2.8876
C8 4.7087 0.7150 3.4295
C9 4.8251 0.9201 2.0078
H7 -1.0888 1.5325 -0.4394
H8 -3.7749 2.6009 -3.0082
O7 3.6141 0.6442 5.3539
O8 -7.1730 2.1830 -3.4865
H9 1.3557 1.1090 1.2158
H10 4.4969 -2.3080 0.1165
C10 2.6734 -2.3324 -1.2060
C11 0.3857 -2.6381 0.0585
C12 -5.5858 0.2034 -2.2001
H11 -6.3905 0.2656 -1.4675
H12 -1.6961 1.0801 -2.0295
K1 0.9378 1.9681 -1.5214
H13 -4.6562 0.1281 -1.6359
Rb2 -1.3610 -0.2053 1.8989
B1 -1.7257 0.8467 -0.9764
C13 3.4231 -2.4154 0.1612
C14 -4.7446 2.6906 -2.5184
O9 0.5223 -2.1234 -2.3084
H14 -5.0314 3.7394 -2.5947

Values from the calculation:
Lowest unoccupied orbital energy, eV: 1.88
Total charge: -2
Frontier orbital gap, eV: 1.854


Here is an isolated molecule of C4H7NO2 from the OMol25 dataset. Energies are from ωB97M-V/def2-TZVPD.

Element x y z (Å)
C1 -0.3713 0.5861 -0.1578
H1 1.2900 -0.5027 1.3818
H2 2.4100 -0.7325 0.0223
H3 -3.3238 0.5995 -0.0211
C2 0.2023 -0.8021 -0.4114
N1 -1.5191 1.0945 0.0028
H4 1.1257 1.8784 0.8760
C3 1.0130 1.1709 0.0506
O1 -0.3169 -2.0028 0.0802
O2 -2.5049 0.1156 -0.1876
H5 -1.2035 -1.8652 0.4223
C4 1.4533 -0.2977 0.3201
H6 1.4089 1.6340 -0.8610
H7 0.3698 -0.8891 -1.4972

Values from the calculation:
Lowest unoccupied orbital energy, eV: 0.84
SMILES string: O/N=C1/CC[C@H]1O
ΔE to the lowest compared entry with this formula, charge and spin, kcal/mol: 77.7
Total charge: 0
Frontier orbital gap, eV: 10.609


Here is a cluster of 2 separate species, C4H12NS in total from the OMol25 dataset. Energies are from ωB97M-V/def2-TZVPD.

Element x y z (Å)
S1 2.2866 -0.8481 -2.3407
C1 -2.4658 0.5917 3.7241
C2 1.4735 -0.3443 -0.7874
H1 1.3357 -1.2202 -0.1587
H2 -1.4131 0.5422 3.9639
H3 2.1125 0.3683 -0.2720
H4 0.2720 1.2879 -1.5328
H5 -3.2282 0.3899 4.4636
C3 0.1306 0.2940 -1.1073
N1 -2.8082 0.8869 2.5385
H6 3.2253 -1.6132 -1.7733
C4 -0.7504 0.4064 0.1375
H7 -0.9907 -0.5869 0.5204
H8 -3.7792 0.9927 2.2494
H9 -0.4084 -0.3042 -1.8404
H10 -0.2449 0.9774 0.9257
H11 -2.1073 1.0831 1.8208
H12 -1.6804 0.9208 -0.1160

Values from the calculation:
Lowest unoccupied orbital energy, eV: -5.84
ΔE to the lowest compared entry with this formula, charge and spin, kcal/mol: 35.1
Total charge: +1
Frontier orbital gap, eV: 5.496


Q: Which formula does entry 3 have?
A: C14H14BKO9Rb2S